Below is one molecule with the formula C10H14FN2O3P at a distorted geometry, with properties calculated with ωB97M-V/def2-TZVPD.

XYZ file:
```
31
Properties=species:S:1:pos:R:3:mulliken_charge:R:1
C -1.39123 -1.50073 2.06285 -0.579
C -1.37095 -2.79943 1.17738 0.043
F -2.67186 -3.28004 0.87447 -0.340
N -0.62951 -2.69355 -0.09978 -0.011
P -1.39340 -1.63906 -1.27139 0.066
N -1.18381 -0.09174 -1.05694 -0.468
C 0.77208 -2.44046 0.09434 0.559
O 1.39300 -3.26985 0.71285 -0.520
O 1.42817 -1.34454 -0.44040 -0.195
C 2.09410 -0.56225 0.55107 -0.585
O 1.32989 0.50251 1.08979 -0.453
C 1.07878 1.52918 0.18465 0.908
C 0.21964 2.61884 0.67032 -0.373
C -0.13668 3.71347 -0.20736 -0.345
C 0.31854 3.78703 -1.59904 -0.515
C 1.18877 2.72476 -2.06511 -0.578
C 1.54293 1.62200 -1.18306 -0.257
H -2.45630 -1.32777 2.38442 0.328
H -0.77107 -1.72315 2.97472 0.282
H -1.01634 -0.60123 1.52066 -0.004
H -0.88327 -3.63425 1.75130 0.325
H -0.90211 -2.06915 -2.54833 0.112
H -2.80184 -1.89611 -1.20557 0.099
H -2.07187 0.39689 -0.91133 0.209
H 3.02925 -0.14792 0.07808 0.403
H 2.45977 -1.16379 1.42743 0.375
H -0.16810 2.61054 1.71015 0.329
H -0.78968 4.53506 0.17113 0.312
H 0.00230 4.62819 -2.26074 0.347
H 1.56444 2.71508 -3.10858 0.321
H 2.19733 0.82839 -1.61017 0.205
```

Output
HOMO-LUMO gap: 9.10 eV
SMILES: C[C@@H](F)N([PH2]=N)C(=O)OCOc1ccccc1
DFT total energy: -1165.815982 Ha